# 1
CH5NO2Si | ωB97M-V/def2-TZVPD

The geometry in XYZ format:
```
10
Properties=species:S:1:pos:R:3:forces:R:3
C -0.7854 0.1050 1.0821 1.8 -1.5 -1.0
N -0.4255 -0.9328 -2.2737 0.3 0.3 -1.8
O -1.1153 -1.3901 -1.4298 -0.1 -0.2 -0.9
O -0.4745 -0.8181 -3.4852 -0.2 -0.4 2.3
Si 1.0373 0.6636 1.0096 -1.1 -0.9 3.4
H -1.1098 -0.8842 0.6314 0.5 1.5 1.1
H -1.5052 0.8554 1.1530 -1.4 0.9 0.3
H 1.3604 0.6133 -0.3647 0.9 -0.3 -1.2
H 1.2990 2.0612 1.5379 -0.3 -0.5 -0.4
H 1.7190 -0.2732 2.1395 -0.3 0.9 -1.7
```
Positions in Å, forces in eV/Å.

Values from the calculation:
total energy = -535.587882 Ha
HOMO-LUMO gap (spin up / spin down) = 10.419 / 6.987 eV
LUMO energy (spin up / spin down) = -0.324 / -1.874 eV
energy relative to the best compared isomer or geometry (same formula, charge and spin) = 4.8585 eV

=====

# 2
CH5NO3 | ωB97M-V/def2-TZVPD

The geometry in XYZ format:
```
10
Properties=species:S:1:pos:R:3:forces:R:3
N 0.8563 0.6647 -0.7829 0.6 0.4 -0.4
C 0.9918 0.1125 0.4553 -0.4 -0.7 0.2
O 0.4954 -0.9332 0.7912 0.1 0.0 0.2
O 1.7416 0.9009 1.2448 0.5 1.3 -1.3
H 1.4651 1.4355 -0.9993 0.0 0.2 0.2
H 0.7910 0.0242 -1.5529 -0.4 -0.3 0.1
H 1.7029 0.7664 2.1762 -0.5 -0.9 0.9
O -2.6314 -0.5781 -0.5846 -0.5 -1.1 0.7
H -2.4105 -1.4299 -0.9797 0.4 0.2 -0.7
H -3.0022 -0.9632 0.2320 0.1 0.9 0.0
```
Positions in Å, forces in eV/Å.

Values from the calculation:
total energy = -321.604476 Ha
HOMO-LUMO gap = 11.188 eV
SMILES = NC(=O)O.O
LUMO energy = 0.686 eV
energy relative to the best compared isomer or geometry (same formula, charge and spin) = 0.5202 eV

=====

# 3
CH5NO3S2 | ωB97M-V/def2-TZVPD

The geometry in XYZ format:
```
12
Properties=species:S:1:pos:R:3:forces:R:3
C 1.7542 -0.2022 -0.2251 -0.3 0.7 2.5
S 0.0739 -0.6385 0.3548 1.9 -0.9 -1.3
O -0.0626 -0.2941 1.7295 0.1 -0.6 1.6
O -0.1468 -1.9724 -0.1423 -1.0 1.0 0.2
N -0.8270 0.6602 -0.3894 -2.1 -1.4 -1.0
O -0.7321 1.7403 0.4575 -0.1 0.8 -1.4
S -2.7145 0.1131 -0.4818 2.2 -0.2 -1.2
H 1.8496 -0.4387 -1.2663 0.0 -0.3 -0.4
H 1.5975 0.9138 -0.1026 1.4 -1.1 0.0
H 2.5757 -0.7548 0.4676 -2.2 1.6 -1.6
H -0.7481 1.4013 1.3471 -0.1 -0.5 1.2
H -2.6199 -0.5280 -1.7491 0.1 0.9 1.6
```
Positions in Å, forces in eV/Å.

Values from the calculation:
total energy = -1117.814024 Ha
HOMO-LUMO gap = 9.538 eV
SMILES = CS(=O)(=O)N(O)S
LUMO energy = -0.219 eV
energy relative to the best compared isomer or geometry (same formula, charge and spin) = 1.6601 eV

=====

# 4
CH5NO4P | ωB97M-V/def2-TZVPD

The geometry in XYZ format:
```
12
Properties=species:S:1:pos:R:3:forces:R:3
N 1.4896 -0.9499 -0.2173 -0.6 2.4 2.2
C 0.7652 0.3882 0.3862 0.7 -1.0 -1.8
O 0.9464 1.6011 -0.4226 -2.3 -1.1 -0.7
P -1.0488 0.0795 0.0165 -0.1 -0.3 2.4
O -0.9551 -0.2682 -1.4241 -0.6 -0.2 -0.3
O -1.9694 1.2037 0.4818 1.1 -1.5 -0.4
O -1.3019 -1.2799 1.0233 0.0 1.4 -1.4
H 2.2016 -0.5969 -0.8243 0.5 0.3 -0.4
H 0.8459 -1.4705 -0.7967 -0.4 0.4 -0.1
H 1.2244 0.7227 1.3350 -0.5 -1.1 -0.2
H -0.0014 1.6127 -0.8271 2.8 1.0 0.0
H -2.1965 -1.0426 1.2693 -0.6 -0.3 0.6
```
Positions in Å, forces in eV/Å.

Values from the calculation:
total energy = -738.302145 Ha
total charge = -1
HOMO-LUMO gap = 9.387 eV
SMILES = N[C@@H](O)[P@](=O)([O-])O
LUMO energy = 4.131 eV
energy relative to the best compared isomer or geometry (same formula, charge and spin) = 0.6417 eV

=====

# 5
CH5NOP2 | ωB97M-V/def2-TZVPD

The geometry in XYZ format:
```
10
Properties=species:S:1:pos:R:3:forces:R:3
C -1.3980 1.2925 1.0783 2.7 -1.7 -1.4
N -0.4749 1.2307 1.8287 -0.8 0.3 -0.2
O -0.7676 0.4271 -0.6213 -3.4 2.0 1.7
P 0.5244 -1.9630 -1.5075 -0.3 -0.2 -0.3
P 0.6841 -0.0688 -0.4231 1.7 -0.2 0.3
H -2.3996 1.5385 0.8192 -0.4 0.1 -0.2
H -0.2639 1.5122 2.7704 -0.2 0.1 0.1
H 0.9589 -2.7446 -0.4371 0.1 -0.4 0.3
H 1.8159 -1.8643 -2.0261 0.4 0.0 -0.2
H 1.3206 0.6396 -1.4814 0.2 -0.1 -0.1
```
Positions in Å, forces in eV/Å.

Values from the calculation:
total energy = -853.681254 Ha
HOMO-LUMO gap = 8.198 eV
LUMO energy = 0.526 eV
energy relative to the best compared isomer or geometry (same formula, charge and spin) = 2.6067 eV

=====

# 6
CH5NOP2 | ωB97M-V/def2-TZVPD

The geometry in XYZ format:
```
10
Properties=species:S:1:pos:R:3:forces:R:3
C 0.3764 1.3594 0.8512 -2.0 5.4 1.1
N -0.9431 -0.9400 -2.1939 -2.0 1.6 -2.0
O -0.9052 0.8116 0.8356 -0.3 0.9 0.1
P -1.3857 -0.6737 0.6832 -0.6 -1.5 -0.7
P -0.1729 -1.4842 -1.0150 -0.6 -2.1 1.6
H 0.6989 1.5263 1.8626 0.3 -0.5 0.6
H 0.3105 2.4809 0.4659 -0.1 -2.3 0.4
H 1.0421 0.8871 0.2768 2.5 -2.1 -2.1
H 1.0549 -1.0460 -0.8077 2.5 0.4 0.4
H -0.0759 -2.9214 -0.9587 0.3 0.4 0.5
```
Positions in Å, forces in eV/Å.

Values from the calculation:
total energy = -853.619940 Ha
HOMO-LUMO gap (spin up / spin down) = 7.664 / 7.572 eV
LUMO energy (spin up / spin down) = -1.254 / -0.940 eV
energy relative to the best compared isomer or geometry (same formula, charge and spin) = 4.2752 eV

=====

# 7
CH5NOS | ωB97M-V/def2-TZVPD

The geometry in XYZ format:
```
9
Properties=species:S:1:pos:R:3:forces:R:3
O -0.3458 1.7637 0.0893 -4.0 -1.7 1.8
C -0.6267 0.3944 0.4440 -2.2 -0.5 0.0
N -0.1592 -0.7450 -0.4237 0.4 2.1 1.0
S 1.5779 -0.9806 -0.3522 -0.4 -1.3 0.4
H 0.4659 1.8006 -0.2723 4.6 0.4 -1.8
H -0.4141 0.1499 1.4731 1.0 0.1 0.3
H -1.7567 0.3855 0.4855 1.1 -0.2 -0.7
H -0.3148 -0.4105 -1.3552 -0.4 -0.2 -0.8
H 1.5736 -2.3580 -0.0885 -0.1 1.4 -0.2
```
Positions in Å, forces in eV/Å.

Values from the calculation:
total energy = -569.231204 Ha
HOMO-LUMO gap = 10.422 eV
SMILES = OCNS
LUMO energy = 0.786 eV
energy relative to the best compared isomer or geometry (same formula, charge and spin) = 1.5496 eV

=====

# 8
CH5NOS | ωB97M-V/def2-TZVPD

The geometry in XYZ format:
```
9
Properties=species:S:1:pos:R:3:forces:R:3
N -0.9975 -0.5750 1.2078 -1.6 0.2 -0.1
C 0.3593 -0.4872 1.4085 0.5 0.0 0.5
O 0.9569 -1.0770 2.2694 -0.1 0.1 0.4
H -1.4302 -0.8385 0.3414 0.5 0.5 -0.5
H -1.7081 -0.5103 1.9318 1.0 -0.5 0.3
H 0.9159 0.2478 0.8039 -0.2 -0.3 -0.6
S 0.1646 1.2559 -3.0485 0.2 -0.1 0.2
H 1.2531 1.8461 -2.5340 -0.1 0.2 -0.1
H 0.4861 0.1383 -2.3802 -0.2 -0.1 -0.1
```
Positions in Å, forces in eV/Å.

Values from the calculation:
total energy = -569.257224 Ha
HOMO-LUMO gap = 10.675 eV
SMILES = NC=O.S
LUMO energy = 0.653 eV
energy relative to the best compared isomer or geometry (same formula, charge and spin) = 0.8416 eV

=====

# 9
CH5NP2 | ωB97M-V/def2-TZVPD

The geometry in XYZ format:
```
9
Properties=species:S:1:pos:R:3:forces:R:3
C -1.6383 -0.4350 -0.4063 3.6 -1.3 0.2
N 1.6092 0.6398 0.3361 -2.6 3.8 0.3
P 2.1765 -0.7159 -0.2307 3.1 -2.6 -0.2
P 0.2493 1.4035 -0.2617 0.0 -3.6 -0.5
H -2.3093 -0.1913 0.3474 -1.1 0.7 1.2
H -1.1640 -1.4800 -0.2338 -0.7 2.1 -0.6
H -1.8547 -0.1185 -1.3853 -0.5 -0.1 -1.0
H 3.1857 -0.8981 0.9202 -1.4 -0.3 -1.1
H -0.2544 1.7955 0.9141 -0.5 1.4 1.7
```
Positions in Å, forces in eV/Å.

Values from the calculation:
total energy = -778.352658 Ha
HOMO-LUMO gap (spin up / spin down) = 6.712 / 5.275 eV
LUMO energy (spin up / spin down) = -0.169 / -2.827 eV
spin multiplicity = 3
energy relative to the best compared isomer or geometry (same formula, charge and spin) = 2.6469 eV

=====

# 10
CH5NS | ωB97M-V/def2-TZVPD

The geometry in XYZ format:
```
8
Properties=species:S:1:pos:R:3:forces:R:3
S 0.4870 2.4567 2.1666 1.6 1.8 0.0
H -0.4386 1.5516 2.1194 -1.6 -0.9 -0.2
C -0.2978 -3.3280 -2.5012 1.2 -2.4 1.4
N -0.5045 -2.1058 -2.3603 1.0 1.0 -1.2
H -1.0646 -4.0997 -2.2143 0.4 0.5 -1.1
H 0.7628 -3.7319 -2.6352 -1.4 0.6 0.2
H -0.2514 3.6237 1.9868 0.0 -0.9 0.1
H -1.4824 -1.9419 -2.3933 -1.3 0.4 0.7
```
Positions in Å, forces in eV/Å.

Values from the calculation:
total energy = -493.603901 Ha
total charge = +1
HOMO-LUMO gap (spin up / spin down) = 6.868 / 1.299 eV
LUMO energy (spin up / spin down) = -5.282 / -10.851 eV
spin multiplicity = 2
energy relative to the best compared isomer or geometry (same formula, charge and spin) = 2.2913 eV

=====

# 11
CH5NS2 | ωB97M-V/def2-TZVPD

The geometry in XYZ format:
```
9
Properties=species:S:1:pos:R:3:forces:R:3
N -0.0760 0.7567 -0.1241 2.2 0.7 -0.4
C 1.2417 0.7714 0.1045 0.0 0.3 -0.1
S 2.2495 -0.5167 -0.0051 -0.2 0.1 0.0
H -0.5226 -0.1092 -0.3883 1.0 0.5 0.1
H -0.6436 1.5881 -0.0390 0.3 -0.2 0.0
H 1.6119 1.7609 0.3855 0.0 -0.1 0.1
S -2.3528 -0.3519 -0.0111 -3.4 -1.0 0.3
H -3.0853 -0.1173 1.0884 -0.1 -0.1 -0.1
H -2.6262 0.8492 -0.5449 0.0 -0.1 0.1
```
Positions in Å, forces in eV/Å.

Values from the calculation:
total energy = -892.175722 Ha
HOMO-LUMO gap = 8.592 eV
SMILES = NC=S.S
LUMO energy = 0.311 eV
energy relative to the best compared isomer or geometry (same formula, charge and spin) = 0.9976 eV

=====

# 12
CH5O2P | ωB97M-V/def2-TZVPD

The geometry in XYZ format:
```
9
Properties=species:S:1:pos:R:3:forces:R:3
O -1.2060 -0.7136 -0.7552 -0.1 0.5 2.1
C -0.0099 -0.0353 -1.0711 -1.5 1.6 -0.5
P 1.0982 0.3194 0.3570 0.1 1.4 -0.1
O -0.0582 0.5664 1.5421 -0.3 1.4 1.3
H -1.3342 -0.3835 0.1672 -0.8 -0.7 -0.8
H -0.3212 0.8761 -1.6588 0.8 -0.4 0.6
H 0.4707 -0.6841 -1.7393 1.4 -0.7 -1.0
H 1.0957 -0.9408 0.7770 0.9 -2.5 -0.1
H 0.2650 0.9953 2.3812 -0.4 -0.5 -1.6
```
Positions in Å, forces in eV/Å.

Values from the calculation:
total energy = -532.897960 Ha
HOMO-LUMO gap = 10.063 eV
SMILES = OCPO
LUMO energy = 0.513 eV
energy relative to the best compared isomer or geometry (same formula, charge and spin) = 0.8416 eV